{"formula": "C22H26ClF3N3O2S", "method": "ωB97M-V/def2-TZVPD", "species": ["C", "C", "Cl", "C", "S", "C", "C", "C", "O", "O", "C", "F", "F", "F", "H", "H", "H", "H", "H", "H", "H", "H", "H", "H", "H", "N", "C", "C", "C", "C", "C", "H", "H", "H", "H", "H", "N", "C", "C", "C", "C", "C", "H", "H", "H", "H", "H", "N", "C", "C", "C", "C", "C", "H", "H", "H", "H", "H"], "positions_angstrom": [[-1.0277, 0.8815, 3.7819], [-2.2815, 1.4429, 2.8870], [-3.5076, 0.0098, 2.7719], [-1.9104, 1.8398, 1.3400], [-0.0491, 2.1072, 1.0562], [0.3065, 1.0621, -0.4939], [0.6214, -0.4697, 0.0910], [2.2231, -0.8388, -0.0603], [2.6695, -1.8377, 0.7501], [3.1836, -0.1648, -0.9486], [0.3518, 3.9156, 0.7690], [0.3309, 4.2980, -0.6653], [1.7699, 4.1077, 1.2536], [-0.4964, 4.7608, 1.6481], [-0.1317, 1.6296, 3.9066], [-0.6752, -0.1427, 3.3171], [-1.4684, 0.6283, 4.8620], [-2.8236, 2.3495, 3.4407], [-2.2612, 0.9267, 0.6563], [-2.5548, 2.7665, 0.9531], [1.1745, 1.4917, -1.1511], [-0.6760, 0.9726, -1.1578], [-0.1040, -1.2549, -0.3854], [0.3998, -0.4939, 1.2638], [2.6946, -0.0285, -1.8278], [-0.9826, 2.8673, -3.0765], [-2.2374, 2.4600, -3.3678], [-3.1512, 3.2250, -4.0749], [-2.7580, 4.4870, -4.5076], [-1.4727, 4.9353, -4.2213], [-0.6290, 4.0963, -3.5112], [-2.4978, 1.4696, -3.0059], [-4.1455, 2.8461, -4.2827], [-3.4473, 5.1159, -5.0634], [-1.1360, 5.9140, -4.5440], [0.3852, 4.3993, -3.2663], [3.4454, -1.6158, 5.9220], [3.3492, -2.8608, 6.4377], [3.1073, -3.9934, 5.6770], [2.9501, -3.8424, 4.3033], [3.0419, -2.5726, 3.7428], [3.2902, -1.5008, 4.5852], [3.4759, -2.9263, 7.5145], [3.0425, -4.9695, 6.1442], [2.7580, -4.7070, 3.6746], [2.9237, -2.4214, 2.6758], [3.3742, -0.4903, 4.1952], [-0.4821, -2.3407, -2.7035], [-0.5783, -3.5857, -2.1878], [-0.8202, -4.7184, -2.9486], [-0.9774, -4.5674, -4.3222], [-0.8856, -3.2975, -4.8828], [-0.6373, -2.2258, -4.0404], [-0.4517, -3.6513, -1.1111], [-0.8850, -5.6945, -2.4813], [-1.1695, -5.4319, -4.9509], [-1.0038, -3.1464, -5.9497], [-0.5533, -1.2152, -4.4304]], "forces_ev_per_angstrom": [[-0.746, -0.540, 0.478], [0.691, 0.412, 0.836], [1.145, 1.680, -0.004], [-2.429, -0.143, -0.596], [-0.375, -0.494, -0.484], [-0.779, -1.678, -1.522], [0.583, 1.052, 0.745], [2.815, -5.306, 3.768], [-2.889, 7.038, -5.774], [-4.181, -1.583, 0.764], [1.804, 3.604, -0.315], [-0.186, -1.109, 5.420], [-5.086, -0.788, -1.836], [2.800, -2.991, -3.491], [-1.864, -1.383, -0.348], [-0.538, 2.107, 0.919], [1.049, 0.618, -2.464], [1.177, -2.142, -1.400], [1.303, 1.926, 1.329], [1.738, -1.846, 0.889], [-1.722, -0.478, 1.629], [2.168, 0.783, 1.491], [1.752, 1.530, 0.433], [0.749, -0.081, -2.517], [0.982, -0.155, 1.600], [-0.612, 0.470, -0.330], [0.773, 0.255, 0.188], [0.082, 0.164, -0.033], [0.003, 0.020, -0.006], [-0.211, -0.144, -0.025], [-0.072, -0.713, 0.263], [-0.074, 0.001, -0.082], [0.109, 0.019, 0.028], [0.091, -0.088, 0.072], [-0.007, -0.117, 0.040], [-0.097, 0.036, -0.078], [-0.225, -0.754, -0.566], [0.101, 0.924, -0.226], [-0.044, 0.026, -0.299], [-0.005, 0.000, 0.093], [-0.045, -0.208, 0.029], [0.086, -0.115, 0.984], [-0.005, -0.032, -0.088], [0.016, 0.104, -0.016], [0.036, 0.097, 0.065], [0.071, -0.052, 0.311], [0.026, -0.050, -0.021], [-0.148, -0.649, -0.404], [0.067, 0.757, -0.260], [-0.023, 0.082, -0.198], [0.000, 0.001, -0.001], [-0.001, -0.185, 0.172], [0.103, 0.075, 0.742], [0.005, -0.109, -0.051], [0.013, 0.121, -0.026], [0.028, 0.114, 0.087], [0.023, 0.013, 0.121], [-0.023, -0.095, -0.038]], "charge": 1, "homo_energy_ev": -11.213, "gap_ev": 7.25}



{"formula": "C4H9N3O", "method": "ωB97M-V/def2-TZVPD", "species": ["C", "N", "C", "C", "N", "C", "O", "N", "H", "H", "H", "H", "H", "H", "H", "H", "H"], "positions_angstrom": [[-1.6148, -0.8710, 0.2018], [1.3334, -1.1918, -0.6021], [1.5566, -0.0150, 0.1092], [-0.6050, 0.1354, -0.3233], [-1.1996, 1.2929, -0.7747], [0.6182, 0.3952, 1.1175], [2.6168, 0.7226, -0.2074], [0.3915, -0.2859, -1.2906], [2.9880, 0.3563, -1.0276], [0.8818, -1.9243, -0.0508], [-1.8935, 1.7335, -0.1901], [-0.5896, 1.9167, -1.2821], [-2.2166, -0.4462, 1.0068], [-1.1252, -1.7643, 0.5863], [-2.2628, -1.1600, -0.6289], [0.6989, 1.4254, 1.4448], [0.4219, -0.3195, 1.9109]], "forces_ev_per_angstrom": [[0.058, 0.029, -0.371], [0.143, 0.055, 0.456], [-0.207, -0.421, -2.268], [0.738, 0.034, 2.578], [-0.166, 0.286, -0.346], [-1.824, -0.110, -0.934], [0.089, -0.081, 0.138], [0.956, 0.260, 0.580], [0.004, -0.052, 0.149], [-0.079, 0.105, -0.083], [0.165, -0.075, -0.058], [-0.030, -0.011, 0.104], [0.015, 0.021, -0.043], [0.012, -0.011, 0.024], [-0.050, -0.032, 0.040], [-0.082, -0.009, -0.077], [0.257, 0.012, 0.111]], "homo_energy_ev": -7.701, "e_above_lowest_kj_mol": 435.59, "gap_ev": 8.59}



{"formula": "C36H41BrFN8O12V", "method": "ωB97M-V/def2-TZVPD", "species": ["V", "C", "N", "C", "C", "O", "C", "O", "C", "C", "O", "N", "C", "C", "H", "H", "H", "H", "H", "H", "H", "H", "H", "H", "H", "H", "H", "H", "H", "H", "O", "C", "O", "C", "C", "C", "N", "C", "C", "C", "O", "O", "H", "H", "H", "C", "C", "N", "C", "C", "C", "O", "C", "C", "C", "C", "N", "C", "H", "H", "H", "H", "H", "H", "H", "H", "H", "H", "H", "H", "H", "H", "F", "C", "C", "N", "C", "C", "O", "O", "C", "O", "N", "C", "O", "H", "H", "H", "H", "Br", "C", "C", "C", "C", "C", "N", "H", "H", "H", "H"], "positions_angstrom": [[0.8265, -0.1132, -0.9673], [-2.1692, 2.6980, 2.1071], [-2.8986, 2.1078, 0.9843], [-4.3471, 2.2757, 0.9900], [-2.2339, 1.5323, -0.0205], [-1.0027, 1.4375, -0.0219], [-3.0582, 0.9616, -1.1784], [-2.2731, 0.3775, -2.1898], [-1.9426, 1.1880, -3.2810], [-0.5342, 1.7618, -3.1685], [0.2603, 1.3062, -2.3234], [-0.2017, 2.7745, -3.9531], [1.0835, 3.4610, -3.8180], [-1.1098, 3.3185, -4.9620], [-2.5147, 3.7198, 2.2603], [-1.1068, 2.7076, 1.8910], [-2.3519, 2.1211, 3.0148], [-4.6475, 3.2001, 0.4925], [-4.6796, 2.3238, 2.0249], [-4.8516, 1.4337, 0.5225], [-3.7092, 1.7419, -1.5875], [-3.7079, 0.1721, -0.7936], [-2.6709, 1.9935, -3.4066], [-1.9780, 0.5691, -4.1828], [1.6921, 2.9603, -3.0736], [0.9051, 4.4950, -3.5197], [1.5992, 3.4470, -4.7762], [-1.7453, 2.5472, -5.3864], [-0.5068, 3.7272, -5.7695], [-1.7253, 4.1186, -4.5483], [4.2486, 3.9032, 3.5348], [3.4295, 4.3678, 2.7275], [3.0403, 5.5255, 2.4965], [2.7843, 3.3083, 1.8263], [2.1036, 3.6822, 0.6700], [1.5453, 2.7347, -0.1526], [1.6149, 1.4254, 0.1378], [2.2604, 1.0523, 1.2644], [2.8656, 1.9436, 2.1103], [2.3440, -0.4225, 1.4126], [3.0013, -1.0044, 2.2191], [1.5961, -1.0422, 0.4670], [2.0268, 4.7413, 0.4583], [1.0094, 2.9918, -1.0508], [3.4118, 1.6083, 2.9829], [-5.3766, -1.1573, 3.4984], [-4.4583, -2.3021, 3.0932], [-3.1398, -2.2375, 3.7140], [-3.0727, -2.2782, 5.1828], [-2.9685, -0.9102, 5.8420], [-1.9750, -2.0213, 3.0680], [-0.9340, -1.7405, 3.6402], [-1.9034, -2.1410, 1.5617], [-2.4356, -3.1589, 0.7822], [-2.1709, -3.1751, -0.5792], [-1.3587, -2.1997, -1.1220], [-0.8077, -1.2404, -0.3641], [-1.0888, -1.2121, 0.9437], [-6.2962, -1.1970, 2.9137], [-4.8936, -0.1933, 3.3262], [-5.6549, -1.2108, 4.5498], [-4.3398, -2.2932, 2.0133], [-4.9207, -3.2577, 3.3572], [-2.2007, -2.8733, 5.4496], [-3.9602, -2.8173, 5.5187], [-2.0986, -0.3778, 5.4607], [-2.8382, -1.0317, 6.9174], [-3.8585, -0.3034, 5.6807], [-3.0300, -3.9435, 1.2324], [-2.5692, -3.9469, -1.2221], [-1.1202, -2.1859, -2.1756], [-0.6207, -0.4470, 1.5450], [0.8163, -5.5827, 0.8090], [1.7445, -4.7414, 0.3603], [1.8050, -4.3874, -0.9184], [2.7559, -3.4842, -1.3724], [2.7118, -3.0517, -2.7507], [1.4051, -2.3466, -3.0196], [0.5390, -2.6566, -3.7666], [1.2009, -1.2689, -2.1622], [3.6785, -2.8895, -0.5188], [4.4442, -2.0264, -0.8933], [3.6473, -3.3708, 0.7658], [2.7074, -4.2252, 1.3423], [2.7115, -4.4984, 2.5116], [1.1125, -4.7795, -1.6522], [2.7680, -3.8977, -3.4365], [3.5491, -2.3759, -2.9229], [4.2395, -2.8753, 1.4211], [2.3741, 0.0777, -4.8111], [3.6771, 0.5381, -3.4891], [4.9884, 0.6003, -3.9307], [5.9640, 0.9184, -3.0027], [5.5828, 1.1577, -1.6937], [4.2451, 1.0592, -1.3684], [3.2757, 0.7501, -2.2478], [5.2262, 0.4061, -4.9658], [7.0017, 0.9765, -3.3021], [6.2990, 1.4093, -0.9253], [3.9388, 1.2374, -0.3509]], "forces_ev_per_angstrom": [[-0.224, 0.531, 0.387], [-0.054, 0.017, -0.010], [-0.049, -0.035, -0.075], [0.023, 0.006, 0.053], [0.139, -0.066, -0.018], [0.049, -0.064, 0.061], [-0.087, 0.035, 0.014], [0.047, -0.013, 0.007], [0.015, 0.006, -0.098], [-0.142, 0.188, 0.228], [0.273, -0.311, -0.120], [-0.048, -0.096, -0.017], [-0.031, -0.076, -0.023], [0.053, 0.013, 0.005], [0.011, 0.005, 0.012], [0.013, -0.011, -0.009], [0.003, 0.003, 0.007], [0.005, 0.007, -0.001], [-0.007, 0.001, -0.005], [-0.006, 0.001, -0.008], [-0.006, -0.012, -0.001], [0.017, -0.021, 0.013], [0.029, 0.027, -0.005], [-0.019, -0.029, 0.014], [0.037, -0.031, -0.035], [0.024, 0.000, -0.006], [0.032, 0.000, -0.014], [-0.005, -0.019, 0.003], [-0.013, 0.011, 0.004], [-0.004, 0.011, 0.001], [-0.173, -0.093, -0.163], [0.379, 0.493, 0.436], [-0.073, -0.227, -0.095], [-0.250, -0.344, -0.344], [0.040, 0.203, 0.076], [-0.068, -0.160, 0.035], [0.098, 0.042, 0.032], [0.025, 0.114, -0.178], [0.067, 0.062, 0.217], [0.014, -0.257, -0.255], [-0.050, 0.028, 0.096], [-0.054, 0.580, -0.067], [0.003, 0.000, -0.017], [0.016, 0.029, 0.037], [-0.003, 0.005, 0.006], [-0.018, 0.033, 0.018], [0.027, -0.074, 0.002], [-0.052, 0.009, 0.054], [-0.015, -0.013, -0.035], [0.022, 0.024, 0.011], [0.075, 0.054, -0.029], [-0.045, -0.036, 0.000], [-0.176, 0.079, -0.055], [0.019, -0.055, 0.023], [0.004, 0.034, -0.010], [0.045, 0.010, -0.062], [-0.085, -0.354, 0.186], [0.103, -0.060, 0.023], [0.000, -0.015, -0.001], [-0.002, -0.002, -0.023], [0.021, -0.002, 0.007], [0.005, 0.030, 0.003], [-0.014, 0.003, -0.012], [0.006, -0.009, -0.009], [0.000, 0.025, 0.027], [0.001, -0.006, 0.009], [-0.010, -0.012, 0.000], [-0.012, -0.004, -0.018], [0.003, -0.005, -0.011], [-0.004, -0.010, 0.013], [-0.035, -0.005, 0.029], [0.031, -0.014, -0.008], [-0.024, -0.027, -0.031], [0.075, 0.049, 0.084], [-0.079, 0.021, -0.038], [0.104, 0.020, -0.077], [-0.085, -0.140, -0.177], [-0.141, 0.534, 0.625], [-0.019, -0.159, -0.255], [0.148, -0.498, -0.634], [-0.122, -0.066, 0.081], [0.012, 0.047, 0.005], [0.083, 0.016, -0.124], [-0.071, -0.043, 0.119], [0.012, 0.009, -0.035], [0.029, -0.008, -0.017], [0.055, 0.004, 0.037], [-0.017, 0.029, 0.040], [-0.011, -0.036, 0.020], [-0.061, 0.150, 0.038], [0.020, -0.078, 0.015], [-0.030, 0.019, -0.001], [0.030, 0.010, 0.041], [-0.008, 0.004, -0.032], [-0.046, 0.003, -0.124], [0.191, -0.052, 0.111], [-0.007, 0.005, -0.001], [0.001, 0.000, 0.003], [0.017, -0.002, -0.009], [-0.002, 0.009, 0.024]], "charge": 1, "homo_energy_ev": [-9.731, -9.732], "e_above_lowest_kj_mol": 55.65, "multiplicity": 2, "gap_ev": [4.59, 5.22]}



Ordered DFT total energy results: -63297.7440, -10807.9472, -172933.1670; unit eV.